The following is a quantum chemistry calculation of a single C5H7N molecule, from OMol25.

The HOMO energy is -8.00 eV. The SMILES is Cc1ccc[nH]1. The total energy is -6788.4758 eV. For the relative energy (zero: lowest compared OMol25 entry of this formula, charge and spin), the calculation gives 0.037 eV.

Positions of all 13 atoms, in Å:
C: -1.69 -0.63 -0.69
C: -0.35 -0.22 -0.18
C: 0.92 -0.70 -0.44
C: 1.84 0.14 0.26
C: 1.11 1.08 0.93
N: -0.22 0.86 0.65
H: -2.42 -0.72 0.12
H: -2.08 0.11 -1.40
H: -1.63 -1.59 -1.21
H: 1.16 -1.55 -1.06
H: 2.92 0.06 0.26
H: 1.42 1.91 1.55
H: -0.97 1.26 1.19

The following is a quantum chemistry calculation of a molecular structure, C28H51I3N2O5S, from OMol25.

The HOMO energy is -8.84 eV. The total energy is -78215.8534 eV.

Positions of all 90 atoms, in Å:
C: 2.95 -0.71 0.59
C: 2.45 -0.60 2.00
I: 3.24 -2.09 3.22
C: 1.57 0.31 2.40
I: 0.76 0.39 4.34
C: 1.01 1.34 1.52
C: 1.58 2.55 1.30
C: 2.86 2.93 1.97
C: 4.18 2.97 1.16
C: 5.25 2.00 1.69
I: 3.95 2.68 -0.96
C: 0.94 3.52 0.46
C: -0.23 3.29 -0.16
O: -0.81 4.21 -0.99
C: -0.86 2.03 0.03
N: -2.01 1.61 -0.49
S: -2.22 0.11 0.07
N: -0.92 -0.07 0.96
C: -0.23 1.07 0.87
H: 4.04 -0.67 0.58
H: 2.69 -1.70 0.21
H: 2.53 0.07 -0.04
H: 2.73 3.92 2.41
H: 3.01 2.24 2.80
H: 4.57 3.98 1.24
H: 4.98 1.65 2.68
H: 5.38 1.16 1.02
H: 6.20 2.51 1.72
H: 1.41 4.48 0.31
H: -1.37 4.80 -0.48
C: -1.06 -3.37 2.68
C: -2.33 -2.62 3.03
O: -3.51 -3.17 2.46
C: -3.81 -4.51 2.83
C: -4.02 -4.71 4.32
H: -0.93 -3.43 1.60
H: -0.20 -2.85 3.10
H: -1.06 -4.39 3.07
H: -2.27 -1.61 2.64
H: -2.43 -2.53 4.12
H: -3.05 -5.19 2.45
H: -4.74 -4.74 2.30
H: -3.11 -4.51 4.89
H: -4.30 -5.75 4.51
H: -4.81 -4.06 4.69
C: -0.59 0.04 -5.68
C: -0.18 -1.01 -4.66
O: 1.18 -0.93 -4.27
C: 1.59 0.28 -3.66
C: 0.82 0.64 -2.40
H: 0.04 -0.03 -6.57
H: -1.63 -0.12 -5.97
H: -0.51 1.05 -5.28
H: -0.29 -2.01 -5.09
H: -0.84 -0.97 -3.79
H: 1.53 1.11 -4.38
H: 2.64 0.14 -3.42
H: -0.24 0.80 -2.59
H: 1.23 1.55 -1.97
H: 0.91 -0.17 -1.67
C: 5.02 -5.85 -2.42
C: 4.02 -5.40 -1.37
O: 4.10 -4.03 -1.04
C: 3.88 -3.11 -2.10
C: 2.51 -3.22 -2.74
H: 6.04 -5.63 -2.09
H: 4.93 -6.92 -2.58
H: 4.86 -5.36 -3.38
H: 4.21 -5.92 -0.43
H: 3.00 -5.66 -1.68
H: 4.67 -3.20 -2.85
H: 3.99 -2.13 -1.64
H: 2.36 -4.19 -3.22
H: 2.39 -2.45 -3.50
H: 1.73 -3.09 -1.99
C: -4.28 3.42 1.02
C: -5.48 3.94 1.79
O: -5.43 5.33 2.06
C: -5.38 6.19 0.93
C: -6.57 6.05 0.00
H: -3.36 3.64 1.56
H: -4.35 2.34 0.89
H: -4.20 3.86 0.02
H: -5.52 3.47 2.77
H: -6.41 3.68 1.27
H: -4.45 6.04 0.38
H: -5.35 7.19 1.35
H: -6.63 5.06 -0.45
H: -6.49 6.78 -0.81
H: -7.50 6.24 0.54

| no. | gap between HOMO and LUMO (eV) |
| --- | --- |
| 1 | 9.1 |
| 2 | 8.1 |